Entry 1:
ORCA calculation (the ωB97M-V functional and the def2-TZVPD basis) on a 2-piece molecular cluster, C4H11N3O2 overall.

- gap between HOMO and LUMO (eV) = 9.241
- HOMO level (hartree) = -0.3182

The geometry in ORCA input format:
```
! RIJCOSX wB97M-V def2-TZVPD def2/J DEFGRID3
* xyz 0 1
C 1.704 1.801 -0.181
C 2.939 1.024 -0.444
O 2.937 0.445 -1.693
O 3.753 0.684 0.343
H 0.846 1.295 0.146
H 1.133 2.109 -1.144
H 1.897 2.631 0.505
C -1.127 -1.281 -1.382
C -1.610 -0.792 0.923
N -1.442 -1.621 -0.047
N -1.775 0.564 0.876
N -1.856 -1.396 2.197
H 3.551 -0.297 -1.469
H -1.428 0.965 0.039
H -1.592 1.019 1.841
H -2.634 -0.937 2.693
H -2.091 -2.491 2.285
H -0.667 -0.318 -1.619
H -1.989 -1.215 -2.043
H -0.551 -2.189 -1.827
*
```



Entry 2:
ORCA calculation (the ωB97M-V functional and the def2-TZVPD basis) on C4H11N3O2 as an isolated structure.

- gap between HOMO and LUMO (spin up / spin down) (eV) = 7.457 / 6.661
- HOMO level (spin up / spin down) (hartree) = -0.2989 / -0.2920

The geometry in ORCA input format:
```
! RIJCOSX wB97M-V def2-TZVPD def2/J DEFGRID3
* xyz 0 1
C 0.871 -2.180 0.552
C 1.129 1.391 -0.947
N 0.753 -1.114 -0.417
C 0.623 0.511 0.185
O 1.072 0.638 1.329
H 1.400 -1.153 -1.201
H 1.782 -2.762 0.400
H 0.885 -1.737 1.551
H 0.004 -2.842 0.476
H 2.213 1.260 -0.997
H 0.911 2.433 -0.722
H 0.693 1.127 -1.910
C -1.137 0.319 0.034
N -1.827 1.365 -0.675
N -1.657 0.260 1.371
O -1.040 -0.822 -0.662
H -0.951 -0.045 2.030
H -1.514 1.458 -1.631
H -1.743 2.242 -0.177
H -2.465 -0.350 1.413
*
```



Let's list relative energy (zero: lowest compared OMol25 entry of this formula, charge and spin) in order: 47.4 121.9 kcal/mol.